Formula: C41H39BrCl2F2N3RuS
Source: OMol25
Level of theory: ωB97M-V with the def2-TZVPD basis set

Element x y z (Å)
Ru 0.5471 -0.5338 0.0959
F 3.9691 -1.4811 4.1354
C 2.6902 -1.3702 3.7259
C 2.4472 -1.1081 2.3890
C 1.1339 -0.9914 1.9423
C 0.0888 -1.1737 2.8780
C 0.4002 -1.4044 4.2061
F -0.5878 -1.5237 5.1193
C 1.6964 -1.5114 4.6692
C -1.2765 -1.1168 2.3329
C -2.4292 -1.6139 2.9310
C -3.6226 -1.5327 2.2410
C -3.6573 -0.9566 0.9800
C -2.4732 -0.5006 0.4403
N -1.3098 -0.5770 1.0984
H 3.2949 -0.9869 1.7337
H 1.9110 -1.6926 5.7114
H -2.3817 -2.0614 3.9105
H -4.5274 -1.9277 2.6854
H -4.5735 -0.8771 0.4134
H -2.4355 -0.0577 -0.5447
Cl -0.0763 -3.5257 0.3389
C -0.1538 -3.9954 -1.3336
C -0.0822 -5.3503 -1.6079
C -0.1093 -5.7822 -2.9225
C -0.1917 -4.8446 -3.9374
C -0.2613 -3.4966 -3.6341
Cl -0.3425 -2.3943 -4.9798
C -0.2680 -3.0014 -2.3183
S -0.4262 -1.2738 -2.0626
H -0.0047 -6.0515 -0.7892
H -0.0673 -6.8374 -3.1545
H -0.1946 -5.1456 -4.9757
C 3.7091 4.0422 1.1016
C 2.2669 3.7389 1.3937
C 1.3086 4.7350 1.5466
C -0.0065 4.3939 1.8060
C -0.3091 3.0431 1.8748
Br -2.1185 2.5526 2.2310
N 0.5563 2.0739 1.7088
C 1.8257 2.4288 1.4955
H 3.9622 5.0648 1.3804
H 3.9114 3.9223 0.0354
H 4.3729 3.3664 1.6418
H 1.5907 5.7789 1.4733
H -0.7728 5.1394 1.9581
H 2.5302 1.6096 1.3927
C -1.4770 3.9217 -1.5294
C -0.0563 3.4465 -1.6799
C 0.9374 4.2879 -2.1711
C 2.2328 3.8191 -2.3343
C 3.3154 4.7089 -2.8895
C 2.5384 2.5087 -1.9855
C 1.5712 1.6394 -1.4646
C 0.2696 2.1435 -1.3462
N 1.8453 0.3324 -1.0134
C 3.0433 -0.4143 -1.4885
C 4.3157 0.0656 -0.7593
C 5.5239 -0.7696 -1.2024
C 5.7011 -0.6393 -2.7204
C 4.4549 -1.1745 -3.4360
C 4.2485 -2.6426 -3.0631
C 4.0493 -2.7487 -1.5512
C 5.2986 -2.2383 -0.8315
C 2.8386 -1.9024 -1.1530
C 3.2319 -0.3482 -3.0185
H -1.5619 4.9871 -1.7428
H -1.8446 3.7464 -0.5162
H -2.1406 3.3893 -2.2134
H 0.6951 5.3102 -2.4410
H 2.9800 5.7431 -2.9588
H 3.6114 4.3860 -3.8895
H 4.2097 4.6843 -2.2630
H 3.5618 2.1926 -2.0953
H -0.5213 1.4953 -0.9834
H 4.1634 -0.0285 0.3176
H 4.5099 1.1187 -0.9579
H 6.4161 -0.3953 -0.6932
H 6.5858 -1.1979 -3.0398
H 5.8656 0.4099 -2.9882
H 4.5849 -1.0862 -4.5175
H 5.1182 -3.2339 -3.3673
H 3.3762 -3.0453 -3.5871
H 3.8549 -3.7883 -1.2755
H 6.1692 -2.8365 -1.1166
H 5.1794 -2.3363 0.2526
H 2.6516 -2.0194 -0.0824
H 1.9590 -2.2602 -1.6853
H 2.3206 -0.7316 -3.4878
H 3.3624 0.6736 -3.3666

## Properties
Molar mass (Da): 895.727
Multiplicity: 2
Energy relative to the best compared isomer or geometry (same formula, charge and spin) (kcal per mole): 43.8
Lowest unoccupied orbital energy (alpha / beta) (eV): -0.825 / -0.298
HOMO level (alpha / beta) (eV): -7.45 / -7.41
⟨S²⟩: 0.822
HOMO-LUMO gap (alpha / beta) (Eh): 0.2434 / 0.2614
F_max (eV/A): 2.37